# 1
# C6H7I

C6H7I in the gas phase in a non-equilibrium geometry (wB97M-V/def2-TZVPD, the Open Molecules 2025 dataset).

Computed properties:
SMILES   CC1=C(I)C12CC2
LUMO level   0.0212 Ha
Relative energy (zero: lowest compared OMol25 entry of this formula, charge and spin)   71.8 kcal/mol
Frontier orbital gap   8.78 eV

ORCA input file:
```
! RIJCOSX wB97M-V def2-TZVPD def2/J DEFGRID3
* xyz 0 1
C -0.2428 -2.2055 -0.1151
C 0.3897 -0.8779 -0.1768
C 1.4578 -0.1132 -0.2777
I 3.5030 0.0070 -0.1888
C 0.2009 0.6070 -0.1044
C -0.4776 1.5368 0.9060
C -0.7017 1.6159 -0.6286
H 0.3244 -2.9269 -0.6298
H -1.0940 -2.1273 -0.5839
H -0.3185 -2.6198 0.9380
H -1.2098 1.0053 1.4914
H 0.1519 2.3060 1.6084
H -1.5830 1.3147 -1.0668
H -0.4003 2.4778 -1.1718
*
```

# 2
# C6H7I2IrO4S

A molecular structure, C6H7I2IrO4S (wB97M-V/def2-TZVPD, the Open Molecules 2025 dataset).

Computed properties:
LUMO level   -0.0409 Ha
Relative energy (zero: lowest compared OMol25 entry of this formula, charge and spin)   0.0 kcal/mol
Frontier orbital gap   7.55 eV

ORCA input file:
```
! RIJCOSX wB97M-V def2-TZVPD def2/J DEFGRID3
* xyz 0 1
Ir -0.6454 -0.2072 -0.1591
C -2.1401 0.9392 -1.2177
C -1.7679 1.5961 -0.0085
C -0.3615 1.8657 -0.0579
C 0.1218 1.4603 -1.3608
C -0.9576 0.8835 -2.0475
H -3.1212 0.5810 -1.4787
H -2.3898 1.7228 0.8639
H 0.2271 2.2778 0.7461
H 1.1233 1.5604 -1.7450
H -0.8987 0.4446 -3.0311
I 0.0317 -2.6165 -1.5337
C 1.9569 -2.4615 -0.5563
I 1.5991 -1.0043 1.0205
H 2.7175 -2.2452 -1.2982
H 2.1137 -3.4223 -0.0787
O -1.6493 -0.7805 1.5017
S -0.8787 -0.7647 2.8830
O -1.7768 -0.2259 3.8650
O 0.2830 0.1813 2.6373
O -0.3904 -2.1081 3.1115
*
```

# 3
# C6H7KLiO6

A molecular structure, C6H7KLiO6 in a non-equilibrium geometry (wB97M-V/def2-TZVPD, the Open Molecules 2025 dataset).

Computed properties:
LUMO level   -0.1209 Ha
Relative energy (zero: lowest compared OMol25 entry of this formula, charge and spin)   54.9 kcal/mol
Frontier orbital gap   7.70 eV

ORCA input file:
```
! RIJCOSX wB97M-V def2-TZVPD def2/J DEFGRID3
* xyz 1 1
Li -3.1580 0.8825 -1.6993
O -2.3740 1.4513 -0.0448
O -1.2609 -0.4500 0.9009
C -1.7090 -1.6868 0.3564
C -1.3141 -1.5628 -1.1097
O -1.4358 -0.1579 -1.3522
C -1.4310 0.5188 -0.0851
H -1.1975 -2.5006 0.8788
H -2.7969 -1.7844 0.4845
H -1.9995 -2.0851 -1.7871
H -0.2698 -1.8623 -1.2776
K 6.4051 -0.9115 1.2416
O 3.8734 0.2834 -0.5665
O 1.7921 1.0164 -0.2017
C 0.7911 1.2091 0.6254
C -0.4396 1.6703 -0.0210
O 3.1693 0.4643 1.5355
C 3.0432 0.5276 0.3098
H 0.8716 0.7065 1.5958
H -0.2664 2.1415 -0.9938
H -0.2934 2.1296 1.2099
*
```